(1)
122
Properties=species:S:1:pos:R:3:lowdin_charge:R:1 method="wB97M-V/def2-TZVPD" smiles="COC[C@H](C)N.COC[C@H](C)N.NC(N)=O.OCCO.OCCO.OCCO.OCCO.OCCO.OCCO.OCCO.OCCO" e_above_lowest_ev=1.950 gap_ev=10.03
C 3.343 -4.556 4.899 -0.1129
O 1.960 -4.286 5.029 -0.1444
C 1.704 -3.117 4.332 -0.2670
C 0.264 -2.843 3.974 -0.3690
C -0.427 -3.921 3.069 -0.0145
N 0.246 -1.486 3.296 0.0313
H 3.747 -4.514 3.855 0.1023
H 3.520 -5.556 5.277 0.0836
H 3.974 -3.891 5.504 0.0887
H 2.095 -2.310 4.914 0.1201
H 2.200 -3.110 3.334 0.1283
H -0.293 -2.686 4.859 0.1197
H 0.130 -3.901 2.175 0.0536
H -1.483 -3.823 2.867 0.0671
H -0.266 -4.900 3.471 0.0703
H 1.071 -1.575 2.705 0.0407
H 0.536 -0.770 4.014 0.0985
C -4.173 5.627 3.012 -0.0927
O -5.170 4.669 2.765 -0.1758
C -4.691 3.365 2.686 -0.2071
C -4.335 3.096 1.219 -0.3673
C -5.565 2.959 0.339 -0.0638
N -3.345 1.954 1.040 0.0789
H -3.890 5.684 4.081 0.1060
H -4.464 6.586 2.690 0.0758
H -3.349 5.337 2.407 0.0544
H -3.797 3.291 3.276 0.1001
H -5.483 2.680 3.003 0.1411
H -3.807 4.036 0.842 0.1374
H -6.109 2.057 0.611 0.0806
H -5.320 2.747 -0.654 0.0433
H -6.252 3.850 0.296 0.1062
H -3.438 1.351 0.253 0.0587
H -3.192 1.418 1.859 0.0269
N -1.176 1.246 3.783 0.1429
C -2.376 0.583 4.020 -0.6960
N -2.563 -0.648 3.357 0.1500
O -3.217 1.086 4.681 0.0626
H -1.265 2.232 3.865 0.0747
H -0.817 1.083 2.796 0.0890
H -1.689 -1.076 3.182 0.0034
H -3.281 -1.254 3.780 0.1173
O -2.007 -4.449 -4.287 -0.0518
C -1.022 -4.994 -3.467 -0.2677
C -0.790 -4.261 -2.154 -0.2213
O 0.146 -5.014 -1.312 -0.0733
H -2.859 -4.737 -3.973 0.0882
H -1.253 -6.085 -3.234 0.1465
H -0.068 -4.888 -3.987 0.1115
H -1.756 -4.220 -1.628 0.1148
H -0.431 -3.256 -2.414 0.0969
H 0.822 -4.381 -1.031 0.0359
O 3.058 1.214 -1.295 -0.1175
C 4.328 1.797 -1.749 -0.1711
C 4.273 3.285 -1.589 -0.2265
O 3.013 3.821 -2.026 -0.0764
H 2.475 0.998 -2.045 0.0408
H 5.154 1.282 -1.207 0.1375
H 4.355 1.603 -2.799 0.0973
H 5.053 3.819 -2.147 0.1257
H 4.438 3.562 -0.524 0.1088
H 2.637 4.129 -1.180 0.0673
O 2.330 3.635 0.860 -0.0892
C 1.318 4.306 1.567 -0.2054
C -0.078 4.106 0.993 -0.2026
O -0.536 2.764 1.157 -0.0867
H 2.032 2.877 0.339 0.0868
H 1.373 4.052 2.593 0.1051
H 1.643 5.338 1.563 0.1261
H -0.050 4.394 -0.031 0.1096
H -0.779 4.764 1.505 0.1156
H -1.468 2.668 0.951 0.0209
O 3.276 -4.713 -2.947 -0.0459
C 2.798 -3.415 -3.156 -0.2674
C 3.003 -2.472 -1.973 -0.1671
O 2.357 -3.116 -0.823 -0.0788
H 2.495 -5.337 -3.045 0.1186
H 3.353 -2.858 -3.949 0.1304
H 1.765 -3.332 -3.388 0.0890
H 2.481 -1.518 -2.161 0.0990
H 4.018 -2.295 -1.790 0.1010
H 1.879 -2.436 -0.371 0.0485
O 1.830 0.220 -3.513 -0.1427
C 1.461 0.764 -4.836 -0.1490
C 1.928 2.268 -4.886 -0.2172
O 0.941 3.085 -4.256 -0.0690
H 1.026 -0.209 -3.091 0.0592
H 2.062 0.218 -5.566 0.1097
H 0.395 0.715 -5.081 0.1155
H 2.015 2.541 -5.953 0.1167
H 2.881 2.304 -4.333 0.1025
H 1.375 3.697 -3.665 0.0503
O -1.785 -1.187 -4.448 -0.0735
C -3.164 -0.782 -4.476 -0.1806
C -3.928 -1.019 -3.174 -0.2444
O -3.889 -2.322 -2.667 -0.0592
H -1.806 -2.153 -4.598 0.0948
H -3.103 0.266 -4.684 0.1154
H -3.618 -1.163 -5.359 0.1123
H -4.969 -0.643 -3.331 0.1332
H -3.541 -0.324 -2.430 0.0885
H -3.327 -2.447 -1.876 0.0667
O 2.534 -0.019 1.201 -0.0869
C 3.555 -0.087 2.165 -0.2283
C 4.028 1.321 2.649 -0.1656
O 4.619 1.989 1.492 -0.0993
H 2.844 0.551 0.486 0.0307
H 3.197 -0.638 3.029 0.0892
H 4.366 -0.652 1.699 0.1236
H 4.802 1.342 3.463 0.1269
H 3.261 2.014 2.965 0.1001
H 3.997 2.626 1.152 0.0082
O -2.537 -1.278 -0.289 -0.0784
C -1.230 -0.636 -0.086 -0.1804
C -0.821 0.025 -1.377 -0.1848
O -0.436 -0.965 -2.327 -0.1160
H -2.858 -1.555 0.577 0.0797
H -1.273 0.083 0.699 0.0734
H -0.490 -1.367 0.200 0.1095
H 0.074 0.597 -1.245 0.1129
H -1.675 0.549 -1.777 0.1192
H -1.074 -1.079 -3.065 0.0221

(2)
87
Properties=species:S:1:pos:R:3:lowdin_charge:R:1 method="wB97M-V/def2-TZVPD" spin_multiplicity=2 charge=-1 gap_ev="6.85 / 6.75"
Cu 0.076 2.139 0.683 0.0040
S -1.419 6.233 0.348 0.4386
C -0.809 4.725 0.483 -1.8120
S -0.144 3.789 -0.839 0.5393
S -0.841 3.798 1.942 0.4976
C 7.024 -0.922 -0.389 -0.0688
C 6.422 -1.366 0.915 -0.5732
C 7.306 -0.800 2.065 -0.0533
C 6.456 -2.911 0.960 -0.0798
C 4.974 -0.858 1.006 -0.1902
C 4.720 0.505 0.978 -0.1024
C 3.415 0.926 0.794 -0.5526
Br 3.085 2.786 0.554 0.7923
C 2.274 0.100 0.708 -0.3967
O 1.076 0.542 0.507 -0.2300
C 2.550 -1.285 0.985 -0.0940
C 3.856 -1.708 1.094 0.0029
C 1.319 -2.159 1.119 -0.5112
C 1.758 -3.586 1.534 -0.0760
C 0.581 -2.318 -0.208 -0.0434
C 0.327 -1.665 2.188 -0.0386
H 7.923 -1.540 -0.524 0.0793
H 7.323 0.106 -0.370 0.0733
H 6.311 -1.109 -1.204 0.1004
H 8.375 -1.052 1.821 0.0878
H 7.004 -1.212 3.068 0.0976
H 7.267 0.288 2.105 0.0642
H 7.521 -3.235 0.895 0.0848
H 5.846 -3.388 0.159 0.0911
H 6.045 -3.319 1.898 0.0815
H 5.509 1.271 0.995 0.1048
H 4.059 -2.777 1.161 0.0827
H 2.235 -4.159 0.761 0.0706
H 0.908 -4.219 1.792 0.0766
H 2.463 -3.547 2.363 0.0803
H 1.288 -2.448 -1.023 0.0901
H -0.044 -1.444 -0.464 0.0621
H -0.053 -3.223 -0.136 0.0770
H 0.758 -1.718 3.181 0.0759
H -0.521 -2.369 2.207 0.0855
H 0.033 -0.656 2.040 0.0412
Cl 0.965 1.462 4.326 0.5047
C -0.601 1.503 5.233 -0.9914
Cl -0.425 1.506 6.987 0.4926
H -1.178 0.648 4.906 0.0240
H -1.104 2.435 4.986 0.0114
O -1.763 0.812 0.177 -0.3064
P -2.740 0.617 -0.950 0.5790
N -1.977 0.722 -2.423 -0.1608
C -0.506 0.481 -2.448 -0.1742
C 0.055 1.441 -3.499 -0.1681
C -1.077 2.369 -3.851 -0.2035
C -2.326 1.549 -3.556 -0.1973
N -4.031 1.656 -0.848 -0.1855
C -3.884 3.076 -0.520 -0.1940
C -5.305 3.572 -0.686 -0.1716
C -5.834 2.783 -1.871 -0.1788
C -5.267 1.408 -1.576 -0.2336
N -3.549 -0.809 -0.830 -0.2048
C -4.077 -1.201 0.476 -0.2037
C -4.504 -2.647 0.284 -0.1504
C -3.414 -3.158 -0.703 -0.1616
C -3.132 -1.968 -1.610 -0.2004
H -0.332 -0.534 -2.724 0.0942
H -0.127 0.651 -1.470 0.0504
H 0.363 0.929 -4.408 0.1020
H 0.967 1.938 -3.143 0.1109
H -1.046 2.672 -4.896 0.1049
H -1.042 3.304 -3.304 0.0497
H -2.592 0.936 -4.453 0.1229
H -3.162 2.187 -3.308 0.0916
H -3.145 3.591 -1.153 0.1006
H -3.495 3.173 0.496 0.1006
H -5.287 4.608 -0.868 0.0931
H -5.901 3.316 0.236 0.1353
H -5.407 3.178 -2.808 0.1139
H -6.905 2.806 -1.921 0.0978
H -5.095 0.824 -2.509 0.1123
H -5.981 0.784 -1.018 0.1059
H -4.897 -0.557 0.743 0.0993
H -3.331 -1.049 1.266 0.1138
H -5.456 -2.688 -0.204 0.0944
H -4.596 -3.198 1.231 0.1109
H -3.754 -4.047 -1.286 0.1134
H -2.486 -3.448 -0.238 0.0841
H -3.790 -1.971 -2.528 0.1241
H -2.084 -1.879 -1.885 0.0891

(3)
185
Properties=species:S:1:pos:R:3:lowdin_charge:R:1 method="wB97M-V/def2-TZVPD" e_above_lowest_ev=2.656 gap_ev=9.39
O 3.209 1.533 -5.298 -0.0886
H 2.466 1.082 -5.744 0.0149
H 4.004 1.454 -5.904 0.0966
O -1.745 1.157 -7.675 -0.0432
H -1.836 0.788 -8.546 0.0422
H -2.242 0.529 -7.134 0.0116
O 4.186 -0.537 -3.685 -0.0726
H 3.990 0.287 -4.088 -0.0521
H 3.360 -0.845 -3.269 0.0003
O -1.500 -2.222 -2.027 -0.1086
H -1.503 -2.481 -1.085 0.0148
H -1.823 -1.273 -2.020 0.0265
O 0.871 0.624 -6.787 -0.0456
H 0.190 0.375 -6.145 0.0215
H 0.496 1.383 -7.207 0.0256
C -4.059 -2.173 0.810 -0.0362
C -3.031 -2.181 1.962 -0.4068
C -1.996 -3.255 1.860 -0.1907
O -1.166 -3.026 0.707 -0.2473
C 0.192 -3.414 0.877 -0.0782
N -2.324 -0.914 2.269 0.0723
H -4.713 -3.031 0.803 0.0757
H -3.519 -2.221 -0.128 0.0503
H -4.605 -1.235 0.755 0.0655
H -3.576 -2.556 2.861 0.1435
H -2.371 -4.305 1.716 0.1442
H -1.270 -3.337 2.679 0.1168
H 0.251 -4.513 1.005 0.0991
H 0.670 -2.973 1.752 0.0782
H 0.740 -3.170 -0.049 0.0632
H -2.999 -0.124 2.345 0.0541
H -1.773 -0.581 1.513 0.0482
C 2.264 6.805 0.384 -0.0679
C 2.366 5.331 -0.030 -0.4077
C 3.098 5.112 -1.421 -0.2060
O 3.202 3.748 -1.513 -0.2397
C 3.257 3.338 -2.861 -0.1113
N 2.948 4.648 1.109 0.0596
H 1.652 7.430 -0.321 0.0922
H 3.199 7.334 0.456 0.0664
H 1.789 6.803 1.352 0.0665
H 1.344 4.920 -0.269 0.1107
H 4.112 5.466 -1.470 0.1214
H 2.504 5.467 -2.271 0.1242
H 3.361 2.257 -2.801 0.0686
H 4.180 3.681 -3.348 0.1009
H 2.324 3.618 -3.400 0.0925
H 3.262 3.719 0.823 0.0520
H 3.736 5.115 1.482 0.0637
C 4.667 -1.428 1.373 -0.0300
C 3.921 -0.061 1.207 -0.4189
C 4.648 0.856 0.260 -0.2177
O 5.983 0.798 0.681 -0.1688
C 6.729 1.838 0.131 -0.1234
N 2.607 -0.386 0.689 0.0360
H 4.860 -1.853 0.375 0.0885
H 4.047 -2.083 1.965 0.0641
H 5.567 -1.224 1.923 0.0656
H 3.676 0.312 2.225 0.1285
H 4.238 1.852 0.274 0.0826
H 4.529 0.622 -0.872 0.1561
H 6.216 2.794 0.142 0.0759
H 7.086 1.746 -0.890 0.0821
H 7.689 1.921 0.698 0.1015
H 2.685 -0.892 -0.154 0.0160
H 2.034 0.474 0.437 0.0924
C 0.802 2.949 9.468 -0.0813
C 0.579 2.652 8.030 -0.4454
C 1.674 3.336 7.201 -0.2278
O 1.607 2.830 5.889 -0.2648
C 2.547 3.484 4.975 -0.0587
N 0.592 1.187 7.843 0.0621
H 0.698 4.001 9.634 0.0761
H 1.792 2.729 9.860 0.0856
H 0.058 2.478 10.031 0.0643
H -0.386 3.135 7.699 0.1431
H 2.643 3.074 7.650 0.1237
H 1.457 4.434 7.083 0.1399
H 3.570 3.217 5.349 0.0925
H 2.390 4.586 5.125 0.0881
H 2.225 3.225 3.952 0.0774
H 1.453 0.844 8.265 0.0705
H 0.717 0.920 6.867 0.0421
C -7.246 -4.274 -5.339 -0.0807
C -6.834 -5.606 -4.889 -0.4532
C -5.856 -5.480 -3.646 -0.1863
O -5.064 -4.332 -3.698 -0.2280
C -3.756 -4.498 -3.347 -0.1427
N -7.966 -6.459 -4.546 0.0294
H -7.810 -3.765 -4.543 0.0956
H -7.828 -4.340 -6.277 0.0923
H -6.352 -3.634 -5.494 0.0707
H -6.334 -6.119 -5.693 0.1261
H -5.247 -6.424 -3.667 0.1246
H -6.471 -5.549 -2.685 0.1390
H -3.346 -5.305 -3.992 0.0980
H -3.519 -4.734 -2.277 0.1027
H -3.124 -3.584 -3.541 0.0671
H -8.820 -6.064 -4.845 0.0421
H -7.984 -7.366 -5.069 0.0938
C -5.669 -0.892 -3.274 -0.0650
C -4.414 -0.491 -3.967 -0.4363
C -4.208 -1.184 -5.270 -0.1759
O -2.912 -0.885 -5.798 -0.2132
C -1.939 -1.883 -5.688 -0.1051
N -4.284 0.993 -4.021 0.0710
H -6.503 -0.678 -3.926 0.0748
H -5.942 -0.364 -2.324 0.0975
H -5.769 -1.919 -2.977 0.0621
H -3.637 -0.876 -3.276 0.1192
H -4.908 -0.753 -5.968 0.1268
H -4.504 -2.241 -5.307 0.1171
H -1.672 -2.168 -4.628 0.0739
H -1.012 -1.469 -6.135 0.0837
H -2.211 -2.801 -6.213 0.0971
H -3.607 1.225 -4.714 0.0508
H -5.164 1.388 -4.279 0.0642
C -3.375 3.848 2.276 -0.0394
C -3.876 2.548 3.018 -0.4344
C -4.267 2.754 4.460 -0.1791
O -3.138 3.097 5.302 -0.1886
C -2.231 2.059 5.595 -0.0993
N -5.092 2.054 2.319 0.0427
H -4.153 4.613 2.429 0.0817
H -3.171 3.707 1.193 0.0790
H -2.472 4.069 2.830 0.0535
H -3.023 1.837 2.983 0.1024
H -4.734 1.785 4.746 0.1318
H -4.959 3.570 4.545 0.1221
H -2.289 1.311 4.900 0.0376
H -2.394 1.781 6.619 0.0837
H -1.172 2.505 5.496 0.1075
H -4.988 1.768 1.356 0.0630
H -5.337 1.212 2.777 0.0374
C 0.527 -3.870 -3.885 -0.0411
C 1.564 -3.419 -2.826 -0.4342
C 2.988 -3.615 -3.392 -0.2266
O 3.088 -4.932 -3.886 -0.2027
C 4.453 -5.257 -4.123 -0.1091
N 1.435 -2.076 -2.348 0.0436
H 0.522 -3.213 -4.762 0.0776
H -0.432 -3.972 -3.360 0.0556
H 0.781 -4.924 -4.147 0.0886
H 1.422 -4.142 -1.996 0.1313
H 3.757 -3.375 -2.620 0.1315
H 3.113 -2.901 -4.233 0.1242
H 4.997 -5.576 -3.202 0.0927
H 5.001 -4.429 -4.539 0.0758
H 4.447 -6.124 -4.828 0.0965
H 1.715 -1.888 -1.370 0.0529
H 0.477 -1.694 -2.457 0.0561
C 5.552 0.487 6.737 -0.1037
C 4.706 -0.716 6.511 -0.3912
C 3.504 -0.266 5.670 -0.2505
O 2.696 -1.342 5.372 -0.1954
C 1.632 -1.041 4.454 -0.0565
N 5.521 -1.637 5.590 0.0270
H 6.593 0.177 6.921 0.0748
H 5.281 1.225 7.560 0.0949
H 5.670 1.129 5.863 0.0707
H 4.460 -1.195 7.411 0.1157
H 3.886 0.204 4.735 0.1272
H 2.911 0.479 6.245 0.1110
H 1.160 -2.054 4.434 0.1046
H 2.010 -0.843 3.444 0.0652
H 1.061 -0.216 4.784 0.0613
H 4.878 -2.375 5.303 0.0536
H 6.386 -2.109 5.969 0.0877
C -0.013 1.631 -3.293 -0.0426
C -0.408 1.423 -1.869 -0.4032
C -0.051 2.542 -0.918 -0.2293
O -0.703 2.368 0.317 -0.2033
C -0.031 3.079 1.387 -0.0706
N -1.820 0.876 -1.727 0.0497
H 0.904 2.141 -3.415 0.0307
H -0.854 2.131 -3.914 0.1248
H 0.259 0.681 -3.722 0.0603
H 0.138 0.544 -1.468 0.1219
H -0.265 3.538 -1.402 0.1476
H 1.038 2.483 -0.781 0.1063
H -0.530 2.974 2.346 0.0716
H 0.013 4.155 1.146 0.0838
H 1.015 2.698 1.414 0.0773
H -2.108 0.908 -0.740 0.0667
H -2.535 1.344 -2.332 0.0651